The following is a DFT calculation (ωB97M-V/def2-TZVPD) of a single C4H7N3 molecule in a non-equilibrium geometry.

Structure (XYZ):
```
14
Properties=species:S:1:pos:R:3:forces:R:3:nbo_charge:R:1
C 0.431621 -2.220843 0.353304 0.1 -0.2 0.0 -0.613
C 0.577236 -0.732933 0.142934 0.2 0.0 0.0 -0.244
N -0.746991 -0.152490 0.086606 -0.2 0.2 0.1 -0.587
C -1.085685 1.092416 -0.121034 0.0 -0.4 0.1 0.222
N -0.067543 1.990552 -0.360521 -0.5 0.3 -0.1 -0.702
C -0.686048 3.165388 -0.578231 0.0 1.6 -0.3 0.433
N -1.247445 4.159173 -0.759107 0.5 -0.5 0.1 -0.363
H -0.133677 -2.666265 -0.472619 0.1 0.0 0.1 0.215
H -0.103959 -2.410810 1.289593 0.1 -0.1 -0.1 0.211
H 1.412593 -2.688967 0.401301 0.0 -0.1 0.0 0.225
H 1.104344 -0.520443 -0.796045 0.0 0.0 0.1 0.195
H 1.135515 -0.262890 0.963209 0.0 -0.1 -0.1 0.195
H -1.545284 -0.730546 0.304929 0.3 -0.2 0.0 0.406
H 0.955323 1.978658 -0.454320 -0.5 -0.5 0.1 0.409
```
Positions in Å, forces in eV/Å.

Results
Highest occupied orbital energy: -0.32911 Ha
Multiplicity: 1
LUMO level: 0.0194 Eh
Orbital gap: 9.4827 eV



The following is a DFT calculation (ωB97M-V/def2-TZVPD) of a single C4H7N3 molecule in a non-equilibrium geometry.

Structure (XYZ):
```
14
Properties=species:S:1:pos:R:3:forces:R:3:nbo_charge:R:1
C -2.194675 0.325769 -0.169318 0.8 0.7 -1.7 -0.624
C -1.002933 -0.517262 0.200945 1.2 0.8 0.3 -0.200
N 0.276261 0.419180 0.119523 -1.1 -0.6 -0.1 -0.603
C 1.504755 -0.137852 0.017714 -0.9 -0.6 -0.2 0.326
N 1.609081 -1.399930 -0.095227 0.6 -0.1 -0.1 -0.663
C 2.647031 0.778043 -0.012277 0.3 0.4 0.1 0.205
N 3.573046 1.464643 -0.024194 -0.5 -0.4 0.0 -0.269
H -1.885229 0.661976 -1.242597 -1.2 -0.2 1.7 0.217
H -2.246468 1.207421 0.490084 -0.4 -0.3 -0.4 0.206
H -3.135863 -0.264803 -0.193099 0.6 0.5 0.1 0.227
H -1.025795 -1.403032 -0.473354 1.1 0.9 0.2 0.231
H -1.020900 -0.917975 1.210676 -0.1 0.0 0.2 0.199
H 0.322423 1.395951 0.419325 -1.0 -0.6 -0.1 0.403
H 2.579269 -1.612134 -0.248204 0.5 -0.5 0.0 0.345
```
Positions in Å, forces in eV/Å.

Results
Highest occupied orbital energy: -0.35354 Ha
Multiplicity: 1
LUMO level: 0.0294 Eh
Orbital gap: 10.4210 eV



The following is a DFT calculation (ωB97M-V/def2-TZVPD) of a single C4H7N3O molecule in a non-equilibrium geometry.

Structure (XYZ):
```
15
Properties=species:S:1:pos:R:3:forces:R:3:nbo_charge:R:1
C 0.174492 -0.770876 -1.182907 -0.1 0.7 -0.1 0.725
C 0.137918 1.550189 -0.852300 1.4 1.5 1.0 0.163
N -0.843678 2.436042 -0.797516 -0.7 0.0 -0.5 -0.784
C 0.290201 -0.388790 1.223397 -0.9 -1.0 1.8 -0.002
C 0.448018 -0.883670 2.461950 0.4 0.2 -0.8 -0.479
O 0.226248 -1.764840 -2.107715 0.1 0.0 0.6 -0.672
N -0.064075 0.435331 -1.512313 -0.9 -1.3 -1.1 -0.634
N 0.352084 -1.209087 0.096157 0.1 0.2 -0.5 -0.606
H 0.142411 -1.366873 -2.981724 0.0 0.2 0.1 0.504
H -0.681772 3.345158 -0.400030 0.2 -0.2 0.0 0.391
H -1.739517 2.346482 -1.275258 0.0 -0.3 0.0 0.355
H 0.570269 -2.187432 0.207931 -0.1 0.1 0.1 0.414
H -0.123935 0.607684 1.173020 0.4 -0.1 -0.7 0.232
H 0.337394 -0.252127 3.323930 -0.1 0.1 0.1 0.209
H 0.773941 -1.897191 2.623379 0.1 -0.2 0.1 0.184
```
Positions in Å, forces in eV/Å.

Results
Highest occupied orbital energy: -0.26016 Ha
Multiplicity: 1
LUMO level: 0.0311 Eh
Orbital gap: 7.9262 eV



The following is a DFT calculation (ωB97M-V/def2-TZVPD) of a single C4H7N3O molecule in a non-equilibrium geometry.

Structure (XYZ):
```
15
Properties=species:S:1:pos:R:3:forces:R:3:nbo_charge:R:1
C -1.123323 0.701733 -0.246273 -0.8 -3.8 -4.1 -0.090
C -0.241613 0.207374 -1.440583 2.9 0.1 -1.3 -0.501
C 1.130077 -0.532230 -1.016691 3.2 0.8 -0.7 0.101
C 0.235041 -0.767309 1.640821 -2.9 -1.1 0.7 0.162
H -1.699389 1.380346 -0.801307 -1.3 1.5 0.1 0.210
H -1.751835 -0.189990 -0.108422 -0.2 0.2 1.0 0.156
H -0.702445 -0.646891 -2.097110 0.2 2.0 1.2 0.252
H 0.018502 1.203654 -2.165225 -0.3 -3.1 1.9 0.224
H 2.142779 -0.198911 -1.649957 -3.0 -1.0 1.3 0.199
H -0.530670 -0.898976 2.494346 1.3 -0.5 -1.3 0.164
H 0.594183 0.988319 2.409660 -0.4 -0.1 -2.4 0.370
N 1.494448 -1.377308 -0.088973 -2.2 1.4 -1.9 -0.273
N 0.504762 -1.743629 0.850951 0.9 1.4 0.6 -0.223
N 0.530356 0.590357 1.407429 1.4 0.9 2.1 -0.382
O -0.600874 1.283464 0.811334 1.2 1.5 2.7 -0.369
```
Positions in Å, forces in eV/Å.

Results
Highest occupied orbital energy: -0.33592 Ha
Multiplicity: 1
LUMO level: 0.0269 Eh
Orbital gap: 9.8729 eV